{"formula": "C3H10N3O", "method": "ωB97M-V with the def2-TZVPD basis set", "gap_ev": 9.63, "max_force_ev_per_a": 4.0, "e_above_lowest_kj_mol": 366.0, "charge": 1, "homo_energy_ha": -0.532, "elements": ["C", "C", "C", "N", "N", "N", "O", "H", "H", "H", "H", "H", "H", "H", "H", "H", "H"], "xyz": [[-0.1890, 0.2842, 0.5567], [0.6845, 0.7582, 1.6048], [0.4701, 2.1941, 2.0158], [1.4439, -0.9752, -0.4405], [0.1715, -0.5494, -0.3542], [-1.5657, -1.3155, -2.5034], [1.3405, 0.0079, 2.2877], [-1.3213, 0.3627, 0.6602], [0.6919, 2.0688, 3.1067], [-0.4892, 2.5576, 1.7604], [1.3009, 2.7224, 1.3565], [1.5687, -1.7940, -1.0762], [1.8867, -1.0765, 0.4965], [-0.4190, -0.8851, -1.2356], [-2.1206, -2.1000, -2.1593], [-1.3082, -1.6663, -3.3757], [-2.1456, -0.5939, -2.7005]], "forces_ev_per_angstrom": [[-3.0, -2.0, -1.8], [-0.7, 1.3, 2.3], [3.3, -1.0, -0.6], [1.3, -1.2, 0.1], [0.2, -0.2, -0.8], [1.8, -2.7, 2.4], [0.5, -0.5, -0.9], [1.7, 0.6, -0.3], [-0.1, 1.3, -0.9], [-0.9, 0.5, -0.1], [-1.6, -0.4, 1.8], [-0.3, 1.1, 0.8], [-0.4, 0.0, -1.0], [-0.4, 0.5, 0.9], [-0.2, 0.4, 0.4], [1.1, -0.5, -1.9], [-2.4, 2.9, -0.5]]}

=====

{"formula": "C7H14N3", "method": "ωB97M-V with the def2-TZVPD basis set", "gap_ev": [7.66, 7.66], "max_force_ev_per_a": 1.4, "e_above_lowest_kj_mol": 383.0, "charge": 1, "homo_energy_ha": [-0.467, -0.467], "smiles": "C=[NH+]/C=N\\N=C(\\C)C(C)C", "elements": ["C", "N", "C", "N", "N", "C", "C", "C", "C", "C", "H", "H", "H", "H", "H", "H", "H", "H", "H", "H", "H", "H", "H", "H"], "xyz": [[-3.7255, -0.7453, 0.7563], [-3.2001, -1.1377, 1.8711], [-1.9116, -1.4916, 2.2276], [-0.7898, -1.4286, 1.6025], [-0.3514, -1.2512, 0.4675], [0.5221, -0.6831, -0.2402], [1.0867, -1.3849, -1.4221], [0.9197, 0.7474, 0.0660], [2.4070, 0.7925, 0.4207], [0.5784, 1.6747, -1.1007], [-4.7682, -0.4878, 0.7139], [-3.1250, -0.6697, -0.1361], [-3.8367, -1.2126, 2.6667], [-1.8293, -1.8534, 3.2405], [0.7966, -0.8953, -2.3511], [0.7659, -2.4215, -1.4524], [2.1727, -1.3537, -1.3614], [0.3470, 1.0692, 0.9439], [2.6610, 1.7907, 0.7665], [3.0266, 0.5645, -0.4409], [2.6337, 0.0893, 1.2188], [0.7570, 2.7039, -0.8026], [-0.4700, 1.5799, -1.3773], [1.1914, 1.4627, -1.9716]], "forces_ev_per_angstrom": [[0.6, -0.1, 0.2], [-1.1, 0.4, -0.8], [0.9, -0.2, 0.6], [0.2, 0.0, 1.2], [-0.6, -0.8, -1.0], [-0.1, 1.0, 0.0], [0.0, -0.2, -0.2], [0.1, 0.0, 0.1], [-0.2, 0.1, 0.1], [0.0, -0.1, 0.2], [-0.2, -0.1, 0.2], [0.2, 0.0, 0.0], [0.1, 0.1, -0.2], [-0.2, 0.1, 0.0], [0.0, 0.1, 0.0], [0.0, 0.0, 0.0], [0.1, 0.0, 0.0], [0.0, -0.1, -0.1], [0.1, 0.1, 0.0], [0.1, 0.0, -0.1], [0.1, 0.0, 0.1], [0.0, 0.1, 0.0], [-0.1, 0.0, -0.1], [0.1, 0.0, -0.1]]}

=====

{"formula": "C2H11O3S", "method": "ωB97M-V with the def2-TZVPD basis set", "gap_ev": 7.43, "max_force_ev_per_a": 0.5, "e_above_lowest_kj_mol": 12.9, "charge": -1, "homo_energy_ha": -0.131, "elements": ["C", "C", "S", "H", "H", "H", "H", "H", "H", "H", "O", "H", "H", "O", "H", "H", "O"], "xyz": [[-1.4024, 1.5387, -1.1300], [-0.8346, 0.1373, -1.3068], [0.9334, 0.0065, -0.8684], [-1.1729, 1.9381, -0.1486], [-1.0049, 2.2108, -1.8803], [-2.4875, 1.5380, -1.2637], [-1.4204, -0.5903, -0.7308], [-0.9484, -0.1917, -2.3444], [-0.4446, -1.3251, 2.1694], [0.7432, -0.9520, 1.2874], [0.4637, -1.0148, 2.2282], [0.7089, 1.8035, 2.0848], [1.3708, 1.6130, 0.7537], [1.4387, 2.1602, 1.5691], [1.7528, -3.2548, 0.4584], [1.0093, -2.3390, -0.4912], [1.2949, -3.2784, -0.3869]], "forces_ev_per_angstrom": [[-0.3, -0.3, -0.2], [0.1, -0.3, 0.0], [0.0, -0.2, 0.0], [0.1, 0.1, 0.2], [0.3, 0.2, -0.1], [-0.2, 0.0, 0.1], [0.0, 0.2, 0.1], [0.0, 0.2, 0.0], [0.0, 0.0, 0.0], [-0.1, 0.5, 0.0], [0.0, -0.2, 0.1], [0.1, -0.1, 0.1], [0.1, 0.0, 0.0], [-0.1, 0.0, -0.2], [0.0, 0.0, 0.0], [0.3, -0.1, -0.3], [-0.2, 0.2, 0.2]]}

=====

{"formula": "C5H7NO", "method": "ωB97M-V with the def2-TZVPD basis set", "gap_ev": 10.06, "max_force_ev_per_a": 4.0, "e_above_lowest_kj_mol": 485.2, "homo_energy_ha": -0.336, "elements": ["O", "C", "C", "N", "C", "C", "C", "H", "H", "H", "H", "H", "H", "H"], "xyz": [[1.0755, 1.7631, 0.0057], [1.0710, 0.6807, -0.5154], [1.5282, -0.6105, 0.1550], [0.1118, -1.0457, -0.0670], [-0.8275, -0.4062, 0.8143], [-1.4831, 0.3843, -0.3250], [-0.1880, 0.0128, -1.0832], [2.2152, -1.2338, -0.3932], [1.8269, -0.4993, 1.2081], [0.1962, 0.6907, 1.5480], [-1.2879, -0.8864, 1.6674], [-1.6472, 1.4228, -0.0461], [-2.3733, -0.0010, -0.8421], [-0.2178, -0.2716, -2.1264]], "forces_ev_per_angstrom": [[0.8, 0.5, -0.6], [-0.7, 0.5, 1.0], [0.3, -0.4, -0.2], [0.2, -0.4, 0.0], [2.1, 2.7, 2.0], [0.3, 0.3, 0.2], [-0.1, -0.1, -0.5], [0.2, -0.3, -0.2], [-0.2, 0.0, -0.4], [-3.1, -2.3, -1.1], [-0.1, -0.3, -0.3], [0.1, 0.1, -0.4], [0.3, -0.2, 0.5], [0.0, -0.1, -0.2]]}

=====

Number 1: total energy -359.500505 hartree. Number 2: total energy -439.042316 hartree. Number 3: total energy -706.768971 hartree. Number 4: total energy -324.539670 hartree.